[1]
{
  "formula": "C3H9N3P4",
  "method": "the ωB97M-V functional and the def2-TZVPD basis",
  "species": ["P", "P", "P", "P", "N", "N", "N", "C", "C", "C", "H", "H", "H", "H", "H", "H", "H", "H", "H"],
  "coordinates": [[0.61274, 2.60458, 0.62531], [2.42647, -2.10137, -0.41000], [2.42406, -0.20257, 0.46524], [0.90640, 0.87859, -0.69657], [-1.21114, -2.15223, 0.33644], [-0.06630, -1.61287, 0.04584], [-2.24883, -1.30550, 0.24985], [-0.41102, -0.16547, -0.23994], [-2.50673, 1.20911, -0.22279], [-1.76484, -0.09592, -0.10343], [1.68484, 3.28594, 0.23675], [-3.58539, 0.99517, 0.10885], [3.76347, -2.08745, 0.04402], [3.50699, 0.15003, -0.29996], [2.32334, -2.87147, 0.69026], [-1.33597, -3.18901, 0.56364], [-0.07791, 3.15933, -0.45227], [-2.03335, 1.96856, 0.29715], [-2.40684, 1.53255, -1.23837]],
  "orbital_gap_ev": 8.52,
  "fmax_ev_per_a": 6.4,
  "de_lowest_kcal_mol": 0.0
}

***

[2]
{
  "formula": "C5H8F3N",
  "method": "the ωB97M-V functional and the def2-TZVPD basis",
  "species": ["F", "F", "F", "N", "C", "C", "C", "C", "C", "H", "H", "H", "H", "H", "H", "H", "H"],
  "coordinates": [[2.94252, -0.29223, 1.08060], [3.77131, 0.62808, -0.66973], [2.05937, 1.50698, 0.28051], [0.96033, -1.36359, -0.63240], [-2.01212, -0.03319, -0.14542], [1.57589, -0.29439, -0.99794], [-1.40236, 1.29961, -0.27098], [2.59775, 0.32919, -0.10468], [-1.80252, -0.69643, 0.97850], [0.18514, -1.81608, -1.09695], [-0.87663, 1.27864, -1.19716], [-2.30732, -1.56383, 1.34356], [1.13834, -1.89197, 0.34296], [-1.11348, -0.23136, 1.74795], [-0.86603, 1.62584, 0.58102], [-2.13471, 2.02422, -0.46850], [-2.71550, -0.50949, -0.77133]],
  "orbital_gap_ev": 9.83,
  "fmax_ev_per_a": 4.3,
  "de_lowest_kcal_mol": 2.8
}

***

[3]
{
  "formula": "H14O7",
  "method": "the ωB97M-V functional and the def2-TZVPD basis",
  "species": ["O", "O", "O", "O", "O", "O", "O", "H", "H", "H", "H", "H", "H", "H", "H", "H", "H", "H", "H", "H", "H"],
  "coordinates": [[1.23444, -3.49938, 2.70372], [-5.68020, 2.08060, -0.06352], [3.26236, -1.11568, 0.01399], [-1.00363, -0.19472, -0.21843], [1.20862, 0.48628, 4.96514], [-2.58385, 2.38652, -2.92768], [2.41709, 1.29351, -4.13621], [-0.06420, -0.21233, -0.03571], [1.07517, -0.16094, 4.27265], [3.25280, -1.81651, -0.63790], [1.28054, -4.45196, 2.78555], [0.35939, 0.91833, 5.05670], [-5.06257, 2.34246, -0.74630], [-1.35416, -0.94993, 0.25380], [4.19019, -0.97819, 0.20494], [-2.08266, 2.25198, -3.73201], [-5.14125, 1.63327, 0.58889], [2.61560, 0.67974, -4.84339], [2.23942, 0.73682, -3.37808], [1.98099, -3.26962, 2.15046], [-2.14410, 1.83974, -2.27662]],
  "orbital_gap_ev": 11.14,
  "fmax_ev_per_a": 0.4,
  "de_lowest_kcal_mol": 48.9
}